Entry from the OMol25 dataset: C44H74CdO2SeSi4 as an isolated structure (ωB97M-V/def2-TZVPD).

Total charge: -2
Gap between HOMO and LUMO, eV: 5.7
LUMO, eV: 4.06

Atoms and positions in Å:
Cd1 0.42 1.31 -0.07
C1 -1.58 -5.74 -3.46
C2 -0.11 -5.38 -3.18
C3 0.36 -6.17 -1.96
C4 0.73 -5.83 -4.38
C5 0.01 -3.88 -2.92
C6 -0.60 -3.32 -1.80
C7 -0.52 -1.97 -1.53
Se1 -1.45 -1.22 -0.03
C8 -0.55 -1.98 1.47
C9 -0.75 -3.31 1.81
C10 -0.16 -3.88 2.93
C11 0.60 -3.03 3.73
C12 0.82 -1.69 3.46
C13 0.25 -1.11 2.27
O1 0.46 0.12 1.96
C14 1.64 -0.80 4.40
C15 2.19 -1.58 5.60
C16 2.84 -0.20 3.65
C17 0.76 0.33 4.95
C18 -0.43 -5.35 3.28
C19 -0.10 -6.24 2.07
C20 -1.91 -5.53 3.64
C21 0.41 -5.83 4.46
C22 0.17 -1.06 -2.38
O2 0.28 0.20 -2.12
C23 0.75 -1.63 -3.56
C24 0.66 -3.00 -3.78
C25 1.47 -0.71 -4.56
C26 0.49 0.32 -5.13
C27 2.05 -1.49 -5.75
C28 2.63 0.01 -3.87
H1 -1.69 -6.82 -3.65
H2 -2.21 -5.47 -2.62
H3 -1.94 -5.20 -4.34
H4 0.29 -7.25 -2.14
H5 1.40 -5.93 -1.72
H6 -0.24 -5.95 -1.08
H7 0.66 -6.91 -4.50
H8 0.38 -5.37 -5.31
H9 1.78 -5.56 -4.25
H10 -1.16 -3.94 -1.11
H11 -1.40 -3.90 1.17
H12 1.05 -3.44 4.63
H13 2.86 -2.39 5.29
H14 2.76 -0.90 6.23
H15 1.39 -2.01 6.20
H16 3.48 -1.00 3.26
H17 2.49 0.40 2.81
H18 3.43 0.43 4.32
H19 -0.05 -0.08 5.56
H20 1.36 1.00 5.58
H21 0.33 0.91 4.14
H22 -0.73 -6.00 1.21
H23 0.94 -6.12 1.77
H24 -0.27 -7.30 2.32
H25 -2.55 -5.23 2.80
H26 -2.13 -6.58 3.88
H27 -2.17 -4.91 4.50
H28 1.48 -5.69 4.27
H29 0.16 -5.29 5.38
H30 0.24 -6.89 4.63
H31 1.12 -3.40 -4.67
H32 -0.30 -0.17 -5.69
H33 0.04 0.90 -4.32
H34 1.01 1.01 -5.80
H35 1.28 -2.00 -6.32
H36 2.56 -0.78 -6.42
H37 2.79 -2.23 -5.43
H38 2.26 0.61 -3.04
H39 3.36 -0.71 -3.48
H40 3.15 0.67 -4.58
C29 -2.39 5.70 -2.36
Si1 -1.55 4.01 -2.19
C30 -2.40 2.87 -3.41
C31 0.22 4.22 -2.80
Si2 -1.48 3.06 -0.08
Si3 -3.65 2.43 0.45
C32 -3.69 1.67 2.18
C33 -4.90 3.85 0.46
C34 -4.40 1.17 -0.73
Si4 -0.94 4.77 1.39
C35 0.39 5.86 0.64
C36 -0.26 4.02 2.98
C37 -2.31 5.96 1.94
H41 -2.32 6.04 -3.39
H42 -1.92 6.44 -1.71
H43 -3.45 5.64 -2.08
H44 -2.21 3.19 -4.44
H45 -3.49 2.85 -3.26
H46 -2.04 1.84 -3.30
H47 0.25 4.61 -3.82
H48 0.73 3.25 -2.78
H49 0.79 4.89 -2.15
H50 -3.37 2.39 2.93
H51 -3.00 0.82 2.23
H52 -4.69 1.32 2.43
H53 -4.62 4.64 1.16
H54 -5.89 3.48 0.73
H55 -4.97 4.31 -0.53
H56 -3.74 0.31 -0.86
H57 -4.56 1.61 -1.72
H58 -5.36 0.82 -0.35
H59 1.23 5.26 0.26
H60 0.79 6.56 1.38
H61 -0.01 6.44 -0.20
H62 0.50 3.26 2.74
H63 -1.05 3.51 3.54
H64 0.20 4.78 3.62
H65 -2.82 6.41 1.08
H66 -1.87 6.76 2.54
H67 -3.06 5.46 2.55
C38 2.66 1.56 -0.06
C39 3.11 2.92 0.24
C40 3.27 3.36 1.57
C41 3.69 4.64 1.87
C42 3.98 5.55 0.86
C43 3.82 5.14 -0.46
C44 3.39 3.86 -0.76
H68 2.95 0.84 0.70
H69 2.98 1.21 -1.04
H70 3.04 2.66 2.38
H71 3.79 4.94 2.91
H72 4.30 6.56 1.09
H73 4.02 5.84 -1.27
H74 3.27 3.56 -1.80